[1]
# CH4N2O2

A structure of composition CH4N2O2 (ωB97M-V with the def2-TZVPD basis set, the Open Molecules 2025 dataset).

Atoms and positions in Å:
N 0.46523 0.02710 -0.83584
C -0.38798 -0.31588 0.11127
N 0.15081 0.70947 1.12852
O 0.44305 -0.61575 -2.07735
O -1.29256 -1.11003 0.25555
H -0.27492 -1.26907 -2.00878
H 0.88467 0.88568 0.07663
H 0.54804 0.27815 1.95843
H -0.53634 1.41033 1.39157

Values from the calculation:
* energy relative to the best compared isomer or geometry (same formula, charge and spin): 61.1 kcal/mol
* LUMO: 0.0206 Eh
* multiplicity: 1
* HOMO-LUMO gap: 0.3478 Eh


[2]
# C2H2ClN3O

A cluster of 2 separate species, C2H2ClN3O in total (ωB97M-V with the def2-TZVPD basis set, the Open Molecules 2025 dataset).

Atoms and positions in Å:
C 1.81386 -2.06437 -0.14440
C 1.29570 0.41635 -0.42051
N 1.97418 -3.09722 -0.57681
N 0.04792 0.48444 0.09859
N 2.18833 0.56456 0.65767
O 1.65133 0.56806 -1.55677
Cl 3.76802 0.65768 0.30055
H 0.07558 0.01856 1.02090
H -0.68721 0.04297 -0.53594

Values from the calculation:
* energy relative to the best compared isomer or geometry (same formula, charge and spin): 134.6 kcal/mol
* LUMO (alpha / beta): -0.1792 / -0.1792 Eh
* multiplicity: 1
* HOMO-LUMO gap (alpha / beta): 0.2087 / 0.2099 Eh


[3]
# C44H58BBrClN7O5OsSe

A structure of composition C44H58BBrClN7O5OsSe (ωB97M-V with the def2-TZVPD basis set, the Open Molecules 2025 dataset).

Atoms and positions in Å:
Os 0.13053 1.08817 -0.18269
C 0.80505 1.53505 4.20785
C -0.25710 0.49441 3.83596
C -1.56516 1.16434 3.44582
C 0.31164 -0.47977 2.84190
C 0.65417 -1.78321 3.16752
C 1.27129 -2.31789 2.05202
C 1.84856 -3.69773 1.91897
C 0.73428 -4.74773 1.89387
C 2.81887 -3.98191 3.07155
N 1.32112 -1.35000 1.12228
N 0.72158 -0.20686 1.59108
B 2.03260 -1.32111 -0.22957
N 1.09138 -1.31708 -1.46092
N 0.17432 -0.32299 -1.63849
C -0.41187 -0.49926 -2.83904
C 0.14992 -1.61764 -3.42914
C 1.08914 -2.11447 -2.53132
C 2.02608 -3.27485 -2.71787
C 2.19037 -3.60052 -4.20052
C 1.57140 -4.50987 -1.93909
C -1.41683 0.44449 -3.43702
C -1.43122 0.29632 -4.95801
C -2.83388 0.23406 -2.88571
N 2.85095 0.01060 -0.33137
N 2.20623 1.18512 -0.61677
C 3.15419 2.08799 -0.93755
C 4.40098 1.49101 -0.81708
C 4.17225 0.17932 -0.42661
C 5.15707 -0.91179 -0.12789
C 5.15510 -1.21785 1.37186
C 6.55429 -0.54492 -0.61540
C 2.95509 3.43719 -1.57300
C 2.39021 3.24320 -2.98571
C 2.12744 4.46425 -0.81007
H 0.43896 2.18522 5.00508
H 1.03900 2.15428 3.33979
H 1.72579 1.05932 4.54699
H -0.46660 -0.11915 4.71654
H -1.42631 1.84362 2.61000
H -1.93420 1.74855 4.29097
H -2.32862 0.43103 3.18445
H 0.45399 -2.28212 4.10046
H 2.39929 -3.75730 0.98128
H 0.17087 -4.71556 2.82946
H 1.16883 -5.74470 1.79599
H 0.04144 -4.57200 1.07180
H 2.26939 -4.11852 4.00488
H 3.53549 -3.17524 3.22165
H 3.37293 -4.90084 2.87468
H 2.77307 -2.24363 -0.33132
H -0.09377 -2.02703 -4.39199
H 3.00153 -2.96596 -2.33250
H 1.26342 -4.00115 -4.61492
H 2.96124 -4.36104 -4.32619
H 2.47594 -2.72485 -4.78450
H 0.60605 -4.85780 -2.30496
H 1.43462 -4.29560 -0.88340
H 2.30798 -5.30676 -2.06201
H -1.09097 1.46448 -3.20132
H -1.84760 -0.67062 -5.24663
H -0.43343 0.38265 -5.38862
H -2.06101 1.07111 -5.39394
H -3.04832 -0.82774 -2.75812
H -3.55980 0.65524 -3.58271
H -2.97790 0.72466 -1.93051
H 5.34835 1.96196 -1.01070
H 4.83155 -1.81130 -0.65551
H 5.55905 -0.37112 1.93054
H 5.76809 -2.09429 1.58604
H 4.14633 -1.40900 1.73483
H 6.95340 0.30212 -0.05409
H 6.55786 -0.28569 -1.67422
H 7.23178 -1.38636 -0.47031
H 3.97112 3.83035 -1.66110
H 1.38247 2.82401 -2.93463
H 3.01061 2.56640 -3.57414
H 2.32968 4.19980 -3.50601
H 1.06663 4.26846 -0.94001
H 2.32346 5.45588 -1.21985
H 2.36766 4.47665 0.25391
Se -4.56221 0.88484 0.80036
C -2.88101 0.95660 0.42203
N -1.73106 1.00518 0.18928
C -3.80858 6.20734 -0.75194
C -4.05523 5.43718 0.51293
C -5.31230 4.95500 0.83938
C -5.50673 4.21279 1.99660
Cl -7.09419 3.58835 2.35252
C -4.45595 3.94004 2.84598
C -3.19002 4.42404 2.53743
C -2.99648 5.16703 1.38603
O -1.79106 5.70190 1.01429
C -0.61369 4.98452 1.30637
C -0.50069 3.74712 0.42312
O 0.18838 2.76123 0.95254
O -0.96370 3.72042 -0.69647
H -4.73913 6.35966 -1.29552
H -3.10327 5.67353 -1.39043
H -3.36243 7.17888 -0.53924
H -6.14811 5.14324 0.17799
H -4.61602 3.34989 3.73751
H -2.37017 4.20530 3.20431
H -0.50269 4.70906 2.35630
H 0.20320 5.65784 1.04258
Br -3.42895 -2.08344 2.74471
C -3.97883 -3.24843 1.33757
C -5.20896 -3.86655 1.50748
C -5.67328 -4.74845 0.54352
C -4.88895 -5.02102 -0.56926
C -3.65440 -4.40763 -0.70270
C -3.17425 -3.49594 0.23656
C -1.84198 -2.83194 -0.04622
O -0.95476 -3.54839 -0.54577
O -1.77121 -1.61302 0.20198
H -5.79650 -3.65516 2.38965
H -6.63604 -5.22534 0.67164
H -5.23486 -5.71668 -1.32189
H -3.01327 -4.62742 -1.54615

Values from the calculation:
* energy relative to the best compared isomer or geometry (same formula, charge and spin): 0.0 kcal/mol
* LUMO (alpha / beta): 0.0125 / -0.1188 Eh
* ⟨S²⟩: 6.05
* multiplicity: 5
* HOMO-LUMO gap (alpha / beta): 0.3020 / 0.1695 Eh


[4]
# C2HN2O2

A structure of composition C2HN2O2 (ωB97M-V with the def2-TZVPD basis set, the Open Molecules 2025 dataset).

Atoms and positions in Å:
C -0.06116 0.51071 -0.39638
C -1.41974 -0.24002 -0.11113
N -0.71318 -1.23736 -0.39819
N 1.11455 0.32380 0.12008
O 2.07956 1.12671 -0.10005
O -2.46012 0.18779 0.34099
H 1.46009 -0.67163 0.54466

Values from the calculation:
* total charge: -1
* energy relative to the best compared isomer or geometry (same formula, charge and spin): 111.8 kcal/mol
* LUMO (alpha / beta): 0.1590 / 0.1590 Eh
* multiplicity: 1
* HOMO-LUMO gap (alpha / beta): 0.2974 / 0.2974 Eh


[5]
# C32H32N3P2RuS2

A structure of composition C32H32N3P2RuS2 (ωB97M-V with the def2-TZVPD basis set, the Open Molecules 2025 dataset).

Atoms and positions in Å:
Ru -0.11508 -1.32976 0.36405
S 2.10260 -1.00119 -0.27806
P 1.64243 1.02759 -0.24486
C 0.11107 1.25782 -0.79584
P -1.44978 0.93249 -0.43875
S -1.98853 -0.99106 -1.01239
C -2.57249 2.06009 -1.32209
C -3.94798 2.00497 -1.10309
C -4.80494 2.79639 -1.84898
C -4.29210 3.64330 -2.82665
C -2.92479 3.69695 -3.05196
C -2.06575 2.90085 -2.30260
C -1.95560 1.19782 1.28453
C -1.55717 2.40512 1.87016
C -1.87634 2.67977 3.18547
C -2.59332 1.75091 3.93817
C -2.99456 0.55797 3.36540
C -2.68387 0.28406 2.03614
C 2.00841 1.61967 1.44824
C 1.45216 0.88545 2.49857
C 1.72154 1.18536 3.82203
C 2.57007 2.23804 4.13426
C 3.08162 3.01953 3.11274
C 2.79179 2.72339 1.78540
C 2.74049 1.74168 -1.53745
C 3.85236 2.57380 -1.42560
C 4.51173 3.04501 -2.55687
C 4.09307 2.66911 -3.82005
C 3.01592 1.80224 -3.94816
C 2.34976 1.34715 -2.82357
H -4.34880 1.33724 -0.34838
H -5.87273 2.74856 -1.67707
H -4.96270 4.25679 -3.41530
H -2.52523 4.34873 -3.81871
H -0.99485 2.92289 -2.47383
H -0.98120 3.11523 1.28776
H -1.56358 3.61508 3.63201
H -2.83470 1.96371 4.97236
H -3.54155 -0.17144 3.94864
H -3.00994 -0.64330 1.58620
H 0.78999 0.05451 2.30234
H 1.26406 0.58932 4.60114
H 2.81794 2.45608 5.16540
H 3.70565 3.87434 3.34065
H 3.14190 3.40474 1.03588
H 4.26045 2.84388 -0.47256
H 5.36016 3.70691 -2.43933
H 4.60873 3.03562 -4.69870
H 2.68786 1.48263 -4.92938
H 1.49995 0.68497 -2.93331
N -0.57102 -2.34410 3.19451
C -0.40923 -1.94871 2.11458
C 1.15523 -4.01879 0.43200
C 1.22802 -5.50251 -0.00442
N 0.13612 -5.82853 -0.91250
C -1.12875 -5.57782 -0.23268
C -1.25504 -4.08569 0.16609
N -0.01191 -3.34233 -0.23127
C 0.15521 -3.46898 -1.70735
C 0.22309 -4.97356 -2.09155
H 2.05436 -3.48635 0.14277
H 1.02654 -3.91167 1.50422
H 1.16473 -6.16338 0.86042
H 2.16983 -5.70836 -0.51495
H -1.17503 -6.21755 0.64899
H -1.94062 -5.86860 -0.90064
H -1.39263 -3.96099 1.23264
H -2.08798 -3.60801 -0.34475
H 1.06156 -2.93362 -1.97885
H -0.68327 -2.97273 -2.18310
H 1.15651 -5.19586 -2.60952
H -0.59980 -5.23286 -2.75860

Values from the calculation:
* energy relative to the best compared isomer or geometry (same formula, charge and spin): 54.4 kcal/mol
* LUMO (alpha / beta): -0.0200 / -0.0447 Eh
* ⟨S²⟩: 0.76
* multiplicity: 2
* HOMO-LUMO gap (alpha / beta): 0.2544 / 0.2287 Eh


[6]
# C5H6Cl2CrGdO4

A structure of composition C5H6Cl2CrGdO4 (ωB97M-V with the def2-TZVPD basis set, the Open Molecules 2025 dataset).

Atoms and positions in Å:
Gd -1.85597 -0.22461 -4.13476
Cr -0.45978 1.44771 0.36568
Cl -1.58392 -1.36879 -1.85331
Cl -0.67512 2.13947 -1.80079
C 1.03566 2.52627 0.91511
C -0.01077 -1.73186 -4.64902
C -0.00165 0.86726 -5.01792
O 2.00528 3.18743 1.01176
O 1.00089 -2.29408 -4.85345
O 0.95408 1.41148 -5.46296
C 0.58224 -0.63807 3.45710
C -0.22554 -1.02087 2.28585
O -1.01304 0.11383 1.82001
H 1.34079 0.13074 3.22061
H 1.14871 -1.45974 3.89884
H 0.00388 -0.21668 4.29892
H 0.37877 -1.34036 1.42721
H -0.93098 -1.82265 2.55131
H -1.69354 0.29352 2.51982

Values from the calculation:
* total charge: +4
* LUMO (alpha / beta): -0.6624 / -0.7720 Eh
* ⟨S²⟩: 30.26
* multiplicity: 11
* HOMO-LUMO gap (alpha / beta): 0.2224 / 0.1263 Eh


[7]
# C3H7OS

A cluster of 2 separate species, C3H7OS in total (ωB97M-V with the def2-TZVPD basis set, the Open Molecules 2025 dataset).

Atoms and positions in Å:
C 2.05352 -0.68804 -1.45977
S 1.47432 1.02306 -1.48455
H 2.95005 -0.86982 -0.85473
H 2.26118 -1.08063 -2.46241
H 1.33655 -1.41264 -1.05019
O -2.38740 -0.84992 2.49416
C -1.81532 -0.05350 1.78567
C -1.11405 -0.36629 0.50650
H -1.84488 1.02735 2.04158
H -0.05484 -0.11559 0.60784
H -1.26795 -1.40213 0.21381
H -1.52131 0.26796 -0.28005

Values from the calculation:
* total charge: -1
* energy relative to the best compared isomer or geometry (same formula, charge and spin): 17.2 kcal/mol
* LUMO: 0.1367 Eh
* multiplicity: 1
* HOMO-LUMO gap: 0.2234 Eh